(1)
Entry from OMol25: C12H14IN2O6P as an isolated structure (wB97M-V/def2-TZVPD).

```
! RIJCOSX wB97M-V def2-TZVPD def2/J DEFGRID3
* xyz 0 1
O 3.99259 -4.35204 0.91849
C 3.30759 -4.01680 0.00328
O 3.13502 -4.81063 -1.08574
C 2.47835 -2.74066 -0.01043
O 3.13646 -1.70406 0.71349
P 4.16644 -0.76790 -0.04740
O 3.61589 0.35529 -0.79316
O 5.16281 -0.34916 1.10466
O 4.95087 -1.85928 -0.93210
I 5.74288 -1.29701 -2.66888
H 3.01774 -4.26718 -1.87242
H 1.54947 -2.94838 0.51694
H 2.22055 -2.41989 -1.01993
H 5.53461 -1.11665 1.55616
N -0.24213 -1.61741 -1.29268
C -0.09539 -0.31681 -1.03488
C -1.14134 0.59168 -1.08900
C -2.40339 0.13317 -1.43095
C -2.56594 -1.21564 -1.70623
C -1.45890 -2.04633 -1.62321
H 0.90863 0.01030 -0.77984
H -0.96825 1.63574 -0.86607
H -3.24110 0.81462 -1.47059
H -3.53188 -1.62033 -1.97625
H -1.55106 -3.10782 -1.82748
N -3.57945 2.23951 0.84796
C -4.23794 3.37966 0.65074
C -3.98782 4.54274 1.36376
C -3.00054 4.52094 2.33575
C -2.30800 3.34062 2.55268
C -2.63410 2.23244 1.78504
H -5.00406 3.36084 -0.11706
H -4.55397 5.44093 1.15829
H -2.77458 5.40791 2.91339
H -1.52922 3.27539 3.30008
H -2.11083 1.29220 1.92360
*
```

Values from the calculation:
**Total energy**: -1665.76483 hartree
**HOMO-LUMO gap**: 0.3040 Ha
**E_LUMO**: -1.39 eV


(2)
Entry from OMol25: an isolated ion of composition C12H14N and charge +1 at a distorted geometry (wB97M-V/def2-TZVPD).

```
! RIJCOSX wB97M-V def2-TZVPD def2/J DEFGRID3
* xyz 1 1
C 2.96177 -0.05805 -2.33155
C 1.87228 0.26881 -1.88211
C -0.97391 2.42726 -2.10160
C 1.17218 -1.68381 1.44148
C -1.39284 1.29827 -1.16204
C -0.60871 0.93866 -2.42649
C -0.09868 1.00789 -0.30756
C 0.41212 -0.46252 2.01382
C 0.55805 0.63908 -1.66947
C 0.58966 -1.39286 -0.05111
C -0.04574 -0.18005 0.52987
C -0.68816 -0.88647 3.04327
N -0.83388 -1.36919 0.15937
H 3.88863 -0.25785 -2.58333
H -1.81812 2.81067 -2.77310
H -0.25342 3.21797 -1.71489
H 2.25289 -1.59755 1.35629
H 0.84834 -2.71348 1.71078
H -2.50308 1.06414 -0.77522
H -0.97297 0.43820 -3.38522
H 0.18446 1.92521 0.11697
H 1.07271 0.36855 2.49837
H -1.44921 -0.12603 2.84019
H -0.39301 -0.65776 3.99425
H -1.14819 -1.88714 3.04623
H -1.49842 -1.23230 -0.64640
H -1.13476 -1.89966 1.05920
*
```

Values from the calculation:
**Total energy**: -519.78460 hartree
**Energy relative to the best compared isomer or geometry (same formula, charge and spin)**: 241.8 kcal/mol
**HOMO-LUMO gap (alpha / beta)**: 0.2969 / 0.2057 Ha
**E_LUMO (alpha / beta)**: -4.67 / -5.54 eV


(3)
Entry from OMol25: one molecule with the formula C12H14N2O at a distorted geometry (wB97M-V/def2-TZVPD).

```
! RIJCOSX wB97M-V def2-TZVPD def2/J DEFGRID3
* xyz 0 1
C 1.25337 -3.55389 -1.85564
C 0.53472 -2.73047 -1.04276
C 2.51849 -3.05815 -2.23696
C 2.17105 -1.04844 -1.23912
C 0.91039 -1.42074 -0.73264
C -0.15644 -0.71330 -0.08743
C -0.51702 1.28702 0.90681
C 0.01354 3.58150 -0.17183
C 0.39612 2.55350 -1.15714
C -0.71488 2.26422 -0.17719
C -1.70092 0.71206 1.57531
C -1.34384 0.39389 3.03918
N 2.92927 -1.81322 -1.96258
N -2.23660 -0.49970 0.84382
O -1.10247 -1.36479 0.51213
H 1.23617 -4.63296 -1.82437
H -0.46109 -2.94481 -0.84523
H 3.23760 -3.59687 -2.92098
H 2.54504 -0.08216 -0.94370
H 0.52718 3.80158 0.77245
H -0.54113 4.45361 -0.35853
H 0.09704 2.69724 -2.19996
H 1.27971 1.97742 -0.86694
H -1.79993 2.42443 -0.36782
H -2.38161 1.49565 1.63865
H -0.97768 1.24843 3.63047
H -0.59789 -0.41098 2.96266
H -2.34584 0.16841 3.60735
H -2.77235 -1.18848 1.50201
*
```

Values from the calculation:
**Total energy**: -650.06410 hartree
**Energy relative to the best compared isomer or geometry (same formula, charge and spin)**: 247.4 kcal/mol
**HOMO-LUMO gap (alpha / beta)**: 0.2186 / 0.2186 Ha
**E_LUMO (alpha / beta)**: -0.86 / -0.86 eV


(4)
Entry from OMol25: one molecule with the formula C12H14N2O3S at a distorted geometry (wB97M-V/def2-TZVPD).

```
! RIJCOSX wB97M-V def2-TZVPD def2/J DEFGRID3
* xyz 0 1
O -3.38457 -0.31222 -3.31828
S -2.10867 0.37848 -3.93369
O -2.42234 0.82975 -5.38112
O -1.72732 1.71889 -2.94905
C -0.72461 -0.93591 -3.84144
C -0.80020 -1.54330 -2.31334
C 0.64720 -1.98703 -1.67944
C 1.64105 -0.74621 -1.28127
C 1.26110 -0.02982 0.17950
C 1.48607 1.57654 0.30175
N 1.25045 2.40933 1.53064
C 0.74712 1.52779 2.63866
C 0.41863 2.27990 4.09072
C -0.11040 1.51885 5.44250
C -0.33815 -0.12070 5.35085
C -0.01935 -0.89331 3.90424
C 0.53177 -0.08172 2.55411
N 0.77627 -0.89027 1.31162
H -0.82515 2.08173 -3.19649
H 0.32428 -0.51254 -4.14713
H -1.01205 -1.73247 -4.68230
H -1.45123 -2.54075 -2.39608
H -1.38742 -0.76966 -1.65994
H 1.20807 -2.59800 -2.53815
H 0.53013 -2.77275 -0.78869
H 2.78227 -1.00364 -1.26471
H 1.49812 0.12818 -2.08150
H 1.87817 2.14813 -0.66623
H 0.57802 3.45284 4.16993
H -0.29291 2.15501 6.43622
H -0.72604 -0.66800 6.31537
H -0.22829 -2.06712 3.89273
*
```

Values from the calculation:
**Total energy**: -1198.56813 hartree
**Energy relative to the best compared isomer or geometry (same formula, charge and spin)**: 357.4 kcal/mol
**SMILES**: O=S(=O)(O)CCCCc1cnc2ccccc2n1
**HOMO-LUMO gap**: 0.2629 Ha
**E_LUMO**: -1.39 eV